Density functional theory data (ωB97M-V/def2-TZVPD) for the molecule C3H7NO in a non-equilibrium geometry.

Properties
- M (Da) = 73.095
- energy (Ha) = -248.4079
- spin multiplicity = 1
- E_LUMO (eV) = 1.05
- gap between HOMO and LUMO (Ha) = 0.4003
- energy relative to the best compared isomer or geometry (same formula, charge and spin) (kcal/mol) = 74.4
- E_HOMO (eV) = -9.85
- SMILES = C=NOCC

XYZ file:
```
12
Properties=species:S:1:pos:R:3:forces:R:3
C -1.47245 0.78499 0.23611 0.2 0.7 -0.4
N -1.30745 -0.33481 -0.32749 -0.8 0.0 -0.5
O -0.15860 -1.04210 -0.17424 -0.1 -0.4 -0.1
C 0.90968 -0.41992 0.47514 1.4 0.2 1.2
C 1.55271 0.71480 -0.32063 1.0 -1.1 0.0
H -2.35158 1.36066 -0.06880 0.0 -0.5 0.4
H -0.73841 1.29903 0.84107 0.1 0.0 0.2
H 0.63873 -0.05928 1.48368 -0.2 -0.3 -0.2
H 1.66746 -1.22314 0.63015 -0.7 0.5 -0.1
H 2.13089 0.22947 -1.12074 -0.4 0.4 -0.1
H 0.81891 1.38886 -0.72786 0.1 0.4 -0.1
H 2.31527 1.20561 0.30510 -0.5 0.2 -0.1
```
Forces are in eV/Å.

***

Density functional theory data (ωB97M-V/def2-TZVPD) for a structure of composition C43H45ClCuN2O4PSSi in a non-equilibrium geometry.

Properties
- M (Da) = 843.969
- energy (Ha) = -5205.9057
- spin multiplicity = 2
- E_LUMO (alpha / beta) (eV) = 2.58 / 2.55
- gap between HOMO and LUMO (alpha / beta) (Ha) = 0.1788 / 0.2515
- energy relative to the best compared isomer or geometry (same formula, charge and spin) (kcal/mol) = 0.0
- E_HOMO (alpha / beta) (eV) = -2.29 / -4.29
- total charge = -1

XYZ file:
```
99
Properties=species:S:1:pos:R:3:forces:R:3
Cu -0.29962 0.34583 0.37117 1.2 -0.2 0.1
Cl -6.51592 -1.74887 -0.21693 -0.5 0.1 -0.1
C -4.80692 -1.79657 0.04947 0.3 -0.2 0.0
C -4.33632 -2.24297 1.27157 0.1 0.0 -0.1
C -2.96182 -2.29587 1.45717 -0.2 0.0 0.1
C -2.08052 -1.93647 0.46037 -0.5 -0.1 -0.3
O -0.73812 -2.07517 0.68527 -0.4 0.0 0.3
C -2.56502 -1.41347 -0.76963 -0.2 -0.2 0.4
C -1.69982 -0.87087 -1.75863 -0.1 -0.2 -0.8
N -0.47062 -0.54797 -1.43413 0.5 0.5 0.0
C 0.52378 -0.16557 -2.25543 -0.6 -0.5 -0.3
C 0.55088 -0.35707 -3.64903 -0.4 0.0 0.0
C 1.69748 -0.11517 -4.37713 0.4 0.1 0.0
C 2.86668 0.30613 -3.76723 0.0 0.0 -0.5
C 2.89298 0.52803 -2.38373 0.1 0.1 0.4
C 4.04758 0.93773 -1.68103 -0.3 -0.1 0.3
C 3.97898 1.14793 -0.31703 0.3 0.1 -0.4
C 2.76168 0.98493 0.32637 -0.3 -0.2 0.0
N 1.66228 0.59633 -0.30673 0.5 -0.1 0.3
C 1.70428 0.33853 -1.62163 0.7 0.1 -0.2
C -3.95862 -1.39027 -0.95343 0.2 0.0 0.2
H -5.02262 -2.52827 2.05307 0.0 0.0 0.1
H -2.56402 -2.61497 2.40627 0.1 0.0 0.1
H -2.12282 -0.63647 -2.73793 0.0 -0.1 0.0
H -0.32822 -0.74047 -4.14843 -0.1 0.0 0.0
H 1.69448 -0.27907 -5.44763 0.0 0.0 0.0
H 3.76598 0.46963 -4.34313 0.1 0.0 -0.1
H 4.97628 1.07173 -2.21883 0.1 0.0 -0.1
H 4.85128 1.44413 0.25047 0.0 0.0 0.0
H 2.65528 1.15573 1.38817 0.1 0.1 0.1
H -4.35982 -0.98947 -1.87053 0.0 0.0 -0.1
O -3.71382 0.93153 1.77127 0.0 0.1 0.1
S -2.47872 1.47543 1.26547 -1.7 0.8 0.5
O -1.28282 1.04103 2.01837 -0.3 -0.1 0.4
O -2.29372 1.37593 -0.17863 -0.5 0.0 0.1
C -2.56062 3.26963 1.44827 0.2 -0.5 -0.3
C -3.67122 3.93323 1.92557 -0.2 0.0 0.2
C -3.73552 5.31483 1.81537 0.1 -0.1 0.0
C -2.69222 6.01083 1.22147 -0.1 0.2 0.0
C -1.58372 5.33853 0.73797 0.0 -0.2 0.0
C -1.51642 3.95193 0.84237 0.0 0.2 -0.1
P -0.10132 2.94143 0.24757 0.5 1.1 -0.1
C 0.20538 3.65383 -1.39373 0.0 -0.1 -0.1
C -0.85952 3.98343 -2.23263 0.0 0.0 0.2
C -0.64152 4.25543 -3.56923 0.0 0.1 -0.2
C 0.63908 4.19553 -4.09643 0.0 0.0 0.0
C 1.70298 3.85373 -3.27543 0.0 0.1 -0.2
C 1.48618 3.57223 -1.94143 -0.1 0.1 0.2
C 1.12278 3.76123 1.34577 0.1 -0.2 -0.2
C 1.22148 3.17733 2.60947 0.0 0.0 -0.1
C 2.11768 3.66533 3.53997 0.1 0.1 0.1
C 2.93168 4.74033 3.21507 0.1 0.0 0.1
C 2.83838 5.32413 1.96317 0.1 0.1 0.0
C 1.93548 4.84173 1.03127 -0.1 -0.1 0.0
H -4.48162 3.36273 2.35467 -0.1 -0.1 0.0
H -4.60352 5.85103 2.17357 -0.1 0.0 0.0
H -2.75192 7.08713 1.13147 0.0 0.1 0.0
H -0.78392 5.88703 0.25727 0.1 0.0 0.0
H -1.86342 4.00263 -1.83193 -0.1 0.0 0.0
H -1.47582 4.50453 -4.21213 0.0 0.0 0.0
H 0.80508 4.39833 -5.14523 0.0 0.0 -0.1
H 2.70268 3.79113 -3.68163 0.1 0.0 0.0
H 2.31378 3.27393 -1.31343 0.1 0.0 0.0
H 0.58998 2.32683 2.83527 0.0 -0.1 0.1
H 2.19488 3.20803 4.51737 0.0 0.0 0.0
H 3.64338 5.11893 3.93477 0.1 0.0 0.1
H 3.47268 6.16323 1.71067 0.0 0.1 0.0
H 1.86988 5.30283 0.05617 0.0 0.0 -0.1
C 2.00118 -2.42937 0.55107 -0.6 -0.5 -0.1
Si 0.32658 -3.32137 0.64287 1.2 -0.8 0.0
C 0.06298 -4.47077 -0.90873 -0.1 0.1 0.2
C -1.36402 -5.02687 -0.94383 0.1 0.1 0.2
C 0.27788 -3.64837 -2.18193 0.0 0.1 0.3
C 1.05718 -5.63707 -0.93793 -0.1 0.3 0.3
C 0.31748 -4.25377 2.36677 -0.1 0.1 -0.3
C 0.41378 -3.16137 3.44067 -0.1 0.0 -0.3
C 1.52248 -5.18597 2.53647 -0.1 0.2 -0.3
C -0.93582 -5.10367 2.60827 0.1 0.2 -0.2
H 2.83708 -3.10207 0.70717 0.2 -0.2 0.0
H 2.04308 -1.65327 1.30347 0.0 0.2 0.3
H 2.13968 -1.93697 -0.40323 0.0 0.0 -0.3
H -2.08832 -4.23097 -0.78673 -0.2 0.0 0.0
H -1.50712 -5.78477 -0.17613 -0.1 -0.1 0.1
H -1.57032 -5.48327 -1.91373 0.0 -0.1 -0.1
H -0.44852 -2.84847 -2.24243 -0.1 0.2 -0.1
H 0.16088 -4.27917 -3.06393 0.0 -0.2 -0.1
H 1.26948 -3.20877 -2.19993 0.2 0.1 -0.1
H 0.86578 -6.33147 -0.12403 0.1 -0.2 0.1
H 2.07688 -5.26887 -0.85263 0.2 -0.1 0.0
H 0.97258 -6.18947 -1.87523 -0.1 0.0 -0.1
H 1.37938 -2.66527 3.38277 0.1 0.1 0.1
H 0.30928 -3.59017 4.43797 0.0 -0.1 0.1
H -0.35162 -2.40277 3.30477 -0.1 0.2 0.1
H 2.45558 -4.65227 2.38787 0.3 0.0 0.0
H 1.47938 -6.00267 1.82327 0.1 -0.2 -0.1
H 1.53118 -5.61847 3.53837 0.0 0.0 0.2
H -1.84642 -4.55967 2.38387 -0.2 0.0 0.0
H -0.97572 -5.42547 3.64997 0.0 -0.1 0.2
H -0.91332 -5.99567 1.98617 -0.1 -0.1 -0.1
```
Forces are in eV/Å.